Entry 1:
# C11H25LiNO8

C11H25LiNO8 as an isolated structure (the ωB97M-V functional and the def2-TZVPD basis, the Open Molecules 2025 dataset).

Computed properties:
Energy above the lowest of the compared OMol25 structures with the same formula, charge and spin (kcal/mol): 200.1
Orbital gap (Ha): 0.077
Highest occupied orbital energy (eV): -2.18

The geometry in ORCA input format:
```
! RIJCOSX wB97M-V def2-TZVPD def2/J DEFGRID3
* xyz -1 1
Li 0.5419 -14.0335 -10.6703
C -0.2808 -17.2625 -7.5863
O -0.1952 -17.0536 -8.9883
H -0.0246 -18.2884 -7.3217
H 0.5629 -16.8616 -7.0246
H -1.2573 -17.1761 -7.1097
C 13.1954 -18.3400 -8.2965
C 13.0730 -17.3578 -9.4250
N 11.5741 -17.1065 -9.8085
C 11.7509 -16.0698 -10.9655
C 10.8384 -18.3733 -10.5073
C 11.8101 -19.1036 -11.4307
C 10.8679 -16.4341 -8.6216
C 9.3728 -16.6010 -8.7250
O 8.8590 -16.4068 -10.0648
C 7.6150 -15.7694 -10.2336
H 12.6565 -19.2564 -8.5370
H 12.7774 -18.0358 -7.3369
H 14.2196 -18.6931 -8.1764
H 13.6362 -17.8178 -10.2369
H 13.5184 -16.3887 -9.1999
H 10.7489 -15.7407 -11.2410
H 12.0899 -16.4606 -11.9250
H 12.2020 -15.1217 -10.6727
H 10.1058 -17.8326 -11.1064
H 10.3721 -18.9573 -9.7138
H 12.6120 -19.6567 -10.9418
H 12.3634 -18.4601 -12.1147
H 11.3853 -19.9124 -12.0252
H 11.1598 -15.3839 -8.6210
H 11.0654 -16.9405 -7.6769
H 8.9414 -15.8828 -8.0278
H 9.1043 -17.6037 -8.3924
H 7.4793 -14.9736 -9.5011
H 6.7261 -16.3846 -10.0943
H 7.6279 -15.2096 -11.1688
O 1.4745 -17.7688 -14.0226
C 1.6408 -16.4888 -14.4921
O 1.7010 -15.5456 -13.7113
O 1.9330 -16.3641 -15.7198
H 1.2000 -17.4652 -13.1542
O -0.0998 -9.1567 -8.8856
C -0.0272 -10.4537 -9.0808
O -0.9247 -11.1286 -9.5755
O 1.0059 -11.0998 -8.8705
H 0.6585 -9.2732 -8.3086
*
```

Entry 2:
# C11H25N2

An isolated ion of composition C11H25N2 and charge +1 (the ωB97M-V functional and the def2-TZVPD basis, the Open Molecules 2025 dataset).

Computed properties:
Energy above the lowest of the compared OMol25 structures with the same formula, charge and spin (kcal/mol): 55.5
Orbital gap (Ha): 0.326
Highest occupied orbital energy (eV): -12.29

The geometry in ORCA input format:
```
! RIJCOSX wB97M-V def2-TZVPD def2/J DEFGRID3
* xyz 1 1
C 0.9232 0.4495 -0.9697
C -1.6408 -0.5510 -0.8334
C 0.8725 0.5039 -2.4590
C -1.4062 -1.9793 -1.2258
C 4.1531 -0.7076 0.6994
C -2.4589 1.9654 1.2372
C 1.9037 1.2446 1.1914
C -2.7941 -1.2639 1.3238
C 2.7689 -0.7893 0.0438
C -3.1147 1.0329 0.2631
C 2.1693 0.6711 -0.2035
N -2.5953 -0.3381 0.1918
N -0.1515 -0.0697 -0.3891
H 0.2259 -0.3060 -2.8353
H 1.9140 0.4714 -2.8114
H 0.7037 1.4718 -2.9581
H -0.7529 -2.5178 -0.5778
H -0.8135 -1.8698 -2.0651
H -2.2547 -2.5438 -1.5970
H 4.0065 -0.5355 1.7193
H 4.8720 -0.0364 0.3905
H 4.4931 -1.7671 0.7497
H -1.4162 2.0840 0.9475
H -2.9064 2.8606 1.0280
H -2.4830 1.7865 2.3743
H 2.8896 1.2615 1.6174
H 1.2939 0.5247 1.8003
H 1.3489 2.1986 1.0929
H -2.8605 -0.7093 2.3040
H -3.7922 -1.5133 1.1770
H -2.1182 -2.1135 1.3252
H 2.8879 -1.1940 -0.9011
H 2.1236 -1.3513 0.5798
H -4.3121 1.0648 0.2683
H -2.8016 1.4929 -0.6739
H 2.8334 1.2822 -0.6689
H -1.6437 -0.0122 -1.8282
H -0.0663 -0.1975 0.6727
*
```

Entry 3:
# C11H25N3

A 2-piece molecular cluster, C11H25N3 overall (the ωB97M-V functional and the def2-TZVPD basis, the Open Molecules 2025 dataset).

Computed properties:
Energy above the lowest of the compared OMol25 structures with the same formula, charge and spin (kcal/mol): 0.0
Orbital gap (spin up / spin down) (Ha): 0.242 / 0.287
Expectation value of S²: 2.01
Highest occupied orbital energy (spin up / spin down) (eV): -12.12 / -16.55

The geometry in ORCA input format:
```
! RIJCOSX wB97M-V def2-TZVPD def2/J DEFGRID3
* xyz 2 3
C 1.7152 -2.1379 0.3350
C 0.7451 -1.3130 0.9291
C 1.8817 -2.4535 -0.9518
C 0.0578 -0.4529 0.1591
C 2.5247 0.7371 -0.6682
C 1.8381 2.0527 -0.8749
C 3.4581 0.9553 1.6324
C -3.8589 0.2615 1.3263
C -4.3782 -0.3427 -1.0460
C -0.9967 0.3348 0.7208
C -2.2320 0.6064 -0.2696
N 2.6841 0.0894 -1.8033
N 3.1540 0.2276 0.3997
N -3.3577 -0.3294 0.0716
H 2.4206 -2.6655 1.0019
H 0.5245 -1.3704 1.9705
H 2.6530 -3.2538 -1.3371
H 1.2053 -2.2724 -1.7129
H 0.1865 -0.2575 -0.8517
H 2.0799 2.4464 -1.8734
H 2.1839 2.7898 -0.1850
H 0.7817 1.9029 -0.7539
H 4.3333 1.6637 1.7058
H 2.6116 1.3930 2.1560
H 3.7639 0.1354 2.2614
H -2.9733 0.5275 1.9944
H -4.5414 1.0962 1.1382
H -4.4611 -0.4663 1.8412
H -5.1895 -1.2096 -0.9105
H -4.8355 0.6774 -1.2286
H -3.8707 -0.4601 -2.0992
H -0.5864 1.3854 1.0605
H -1.2980 0.0391 1.6765
H -2.5943 1.5836 -0.5333
H -1.8785 0.3865 -1.2723
H 2.2531 0.4131 -2.6688
H 3.2962 -0.8129 -1.9806
H 3.7094 -0.6338 0.4071
H -3.0093 -1.2732 0.2335
*
```

Entry 4:
# C11H25N3O

A 2-piece molecular cluster, C11H25N3O overall (the ωB97M-V functional and the def2-TZVPD basis, the Open Molecules 2025 dataset).

Computed properties:
Orbital gap (Ha): 0.091
Highest occupied orbital energy (eV): -4.50

The geometry in ORCA input format:
```
! RIJCOSX wB97M-V def2-TZVPD def2/J DEFGRID3
* xyz 0 1
C -3.8732 0.0095 1.7323
C -2.9709 -1.1566 1.2860
C -1.8800 -1.5596 2.2947
C -0.4935 -1.0489 1.9187
C 0.1846 -1.8788 0.8134
C 0.2777 -1.1695 -0.5486
C 1.7232 -0.8882 -0.9683
C 1.9404 0.1766 -2.0836
C 0.6555 0.9140 -2.4615
N 0.3842 1.9649 -1.4612
C 1.2702 2.9045 -1.3283
N 0.9311 4.0635 -0.6635
N 2.5470 2.6653 -1.8145
C 2.9549 1.2442 -1.6203
H -3.9136 0.8162 0.9950
H -3.5147 0.4503 2.6649
H -4.9017 -0.3115 1.9013
H -3.5948 -2.0247 1.0665
H -2.4942 -0.8904 0.3351
H -1.7656 -2.6456 2.3928
H -2.1470 -1.1965 3.2919
H 0.1265 -1.0387 2.8140
H -0.5725 0.0006 1.5733
H 1.1950 -2.1319 1.1392
H -0.3167 -2.8451 0.7528
H -0.2770 -0.2273 -0.4704
H -0.2105 -1.7741 -1.3197
H 2.2838 -0.6010 -0.0761
H 2.1659 -1.8286 -1.2988
H 2.2864 -0.3155 -2.9932
H -0.1957 0.2483 -2.5362
H 0.7732 1.4381 -3.4149
H -0.5686 2.2193 -1.2205
H 0.5229 4.8468 -1.1428
H 1.2936 4.2126 0.2636
H 2.6070 2.9661 -2.7860
H 3.9438 1.1332 -2.0564
H 3.0707 1.1460 -0.5421
O -0.1639 -4.1175 2.6951
H 0.7168 -3.7700 2.8764
*
```

Per-record strongest force on any atom, eV Å⁻¹: 6.60 5.26 6.20 1.17